[1]
Molecular formula: C24H36N4O2S2SiW
Method: DFT, ωB97M-V with the def2-TZVPD basis set

The geometry in XYZ format:
```
70
Properties=species:S:1:pos:R:3
W -0.15 -0.12 0.27
C -4.92 2.45 -1.65
C -3.84 1.82 -2.53
N -2.53 2.47 -2.39
C -2.19 3.59 -3.30
C -2.50 4.96 -2.70
C -1.68 2.16 -1.45
S -2.08 0.74 -0.33
N -0.58 2.83 -1.19
C 0.54 2.29 -0.81
O 0.86 1.04 -1.08
C 1.51 3.10 -0.04
C 1.13 4.33 0.48
C 2.02 5.05 1.26
C 3.29 4.54 1.52
C 3.67 3.31 0.99
C 2.78 2.59 0.21
H -5.85 1.90 -1.78
H -5.10 3.49 -1.92
H -4.63 2.40 -0.60
H -4.12 1.90 -3.58
H -3.73 0.76 -2.31
H -2.76 3.43 -4.22
H -1.13 3.52 -3.54
H -3.56 5.07 -2.50
H -2.21 5.73 -3.41
H -1.94 5.11 -1.78
H 0.15 4.72 0.26
H 1.74 6.01 1.67
H 3.99 5.11 2.12
H 4.67 2.93 1.16
H 3.08 1.64 -0.23
C -0.14 -7.05 -1.15
Si -0.82 -5.59 -0.22
C -2.64 -5.37 -0.51
C -0.40 -5.70 1.59
C 0.06 -4.04 -0.94
C 0.89 -4.12 -2.05
C 1.51 -3.00 -2.62
C 1.29 -1.77 -2.05
N 0.49 -1.67 -0.97
C -0.11 -2.76 -0.43
S -1.12 -2.23 0.93
H -0.55 -7.97 -0.72
H 0.95 -7.12 -1.08
H -0.42 -7.04 -2.21
H -3.19 -6.24 -0.15
H -2.87 -5.26 -1.58
H -3.03 -4.49 0.01
H -0.72 -6.68 1.97
H -0.92 -4.94 2.18
H 0.67 -5.62 1.78
H 1.07 -5.09 -2.51
H 2.15 -3.08 -3.49
H 1.71 -0.85 -2.43
C 2.69 -0.95 2.18
N 2.34 0.12 3.11
C 3.27 0.29 4.23
C 1.26 0.83 2.97
C 0.90 1.95 3.88
O 0.44 0.58 1.99
H 3.78 -1.03 2.14
H 2.35 -0.73 1.17
H 2.28 -1.90 2.51
H 4.26 0.52 3.85
H 3.32 -0.64 4.79
H 2.95 1.08 4.90
H 1.70 2.68 3.92
H 0.71 1.58 4.89
H -0.01 2.43 3.51
```

Output
Kohn-Sham gap (alpha / beta): 0.250 / 0.245 Ha
charge: +2

***

[2]
Molecular formula: C24H36N4O5S
Method: DFT, ωB97M-V with the def2-TZVPD basis set

The geometry in XYZ format:
```
70
Properties=species:S:1:pos:R:3
C 2.00 4.49 2.39
C 3.15 4.25 1.41
O 2.80 3.42 0.33
C 2.73 2.07 0.49
C 3.03 1.38 1.65
C 2.92 0.00 1.70
C 2.52 -0.71 0.58
C 2.21 -0.03 -0.59
C 2.31 1.35 -0.65
O 2.00 2.12 -1.73
C 1.50 1.51 -2.91
C 2.59 0.85 -3.75
H 2.16 0.51 -4.69
H 3.38 1.57 -3.96
H 3.03 0.00 -3.24
H 1.07 2.35 -3.46
H 0.70 0.81 -2.67
H 1.90 -0.60 -1.44
N 2.37 -2.10 0.66
C 2.30 -2.98 -0.38
O 2.72 -2.78 -1.49
C 1.76 -4.36 0.07
N 0.60 -4.20 0.92
C -0.35 -3.33 0.50
N -0.05 -2.68 -0.63
C -0.83 -1.72 -1.06
C -1.97 -1.32 -0.38
C -2.34 -2.03 0.76
C -1.54 -3.06 1.21
H -1.81 -3.63 2.08
H -3.25 -1.75 1.27
S -2.92 0.09 -0.93
O -2.32 0.56 -2.15
O -4.31 -0.26 -0.94
N -2.62 1.13 0.33
C -1.24 1.58 0.38
C -0.71 1.52 1.82
H 0.37 1.66 1.81
H -0.93 0.54 2.25
H -1.17 2.29 2.44
C -1.01 2.95 -0.25
H -1.39 2.94 -1.27
H -1.52 3.73 0.31
H 0.05 3.17 -0.28
H -0.68 0.84 -0.21
C -3.68 1.94 0.91
C -4.50 2.68 -0.16
H -5.01 1.96 -0.78
H -3.85 3.28 -0.78
H -5.23 3.33 0.32
C -4.58 1.06 1.77
H -5.07 0.31 1.14
H -3.99 0.55 2.53
H -5.34 1.66 2.26
H -3.20 2.68 1.55
H -0.56 -1.23 -1.98
C 0.33 -5.17 1.96
H 1.22 -5.77 2.12
H 0.08 -4.67 2.90
H -0.49 -5.83 1.69
H 2.54 -4.88 0.63
H 1.53 -4.92 -0.84
H 2.16 -2.46 1.59
H 3.15 -0.52 2.62
H 3.35 1.90 2.54
H 3.43 5.20 0.94
H 4.03 3.86 1.93
H 2.30 5.21 3.14
H 1.71 3.56 2.88
H 1.14 4.87 1.85
```

Output
Kohn-Sham gap: 0.296 Ha
charge: 0
SMILES: CCOc1ccc(NC(=O)CN(C)c2ccc(S(=O)(=O)N(C(C)C)C(C)C)cn2)cc1OCC

***

[3]
Molecular formula: C24H36N4O8
Method: DFT, ωB97M-V with the def2-TZVPD basis set

The geometry in XYZ format:
```
72
Properties=species:S:1:pos:R:3
O 12.41 17.80 9.23
C 11.30 18.24 9.21
O 10.23 17.39 9.23
C 9.02 18.21 9.29
C 9.40 19.54 9.85
C 10.86 19.67 9.31
H 8.36 17.55 9.83
H 8.64 18.26 8.24
H 9.45 19.55 10.96
H 8.72 20.33 9.51
H 11.51 20.21 10.00
H 10.92 20.11 8.33
O 9.62 9.32 9.60
C 10.32 9.13 8.68
O 9.84 9.17 7.39
C 10.90 8.77 6.52
C 12.23 9.02 7.26
C 11.83 8.81 8.73
H 10.69 9.39 5.68
H 10.78 7.69 6.42
H 12.54 10.06 7.16
H 13.01 8.40 6.81
H 12.23 9.51 9.44
H 11.91 7.79 9.15
O 11.63 11.90 8.72
C 12.62 12.56 8.83
O 12.57 13.91 8.83
C 13.89 14.48 8.88
C 14.76 13.41 9.51
C 14.04 12.10 9.00
H 13.81 15.47 9.30
H 14.16 14.62 7.84
H 14.71 13.40 10.58
H 15.79 13.60 9.25
H 14.17 11.28 9.67
H 14.42 11.82 8.03
O 12.04 12.43 5.40
C 11.53 13.48 5.56
O 12.16 14.66 5.50
C 11.25 15.74 5.90
C 10.09 15.01 6.64
C 10.05 13.70 5.89
H 10.85 16.27 5.01
H 11.82 16.52 6.45
H 9.17 15.57 6.58
H 10.32 14.94 7.67
H 9.50 13.69 4.93
H 9.68 12.88 6.52
C 14.65 18.08 11.35
C 14.03 19.00 12.20
N 13.69 19.85 12.92
H 15.41 17.49 11.93
H 15.03 18.51 10.45
H 13.90 17.33 11.02
C 8.89 13.22 9.56
C 8.07 14.33 9.17
N 7.35 15.16 8.81
H 9.39 12.61 8.79
H 8.24 12.55 10.14
H 9.71 13.54 10.20
C 6.63 10.66 6.91
C 5.98 11.12 5.71
N 5.47 11.46 4.73
H 6.23 9.69 7.28
H 6.45 11.38 7.73
H 7.72 10.58 6.81
C 18.82 14.34 10.99
C 18.50 14.72 9.63
N 18.32 15.08 8.52
H 18.58 13.29 11.09
H 18.11 14.85 11.68
H 19.87 14.39 11.26
```

Output
Kohn-Sham gap: 0.376 Ha
charge: 0
SMILES: O=C1CCCO1.O=C1CCCO1.O=C1CCCO1.O=C1CCCO1.CC#N.CC#N.CC#N.CC#N

***

[4]
Molecular formula: C24H37As3N3O2Se2Te2V
Method: DFT, ωB97M-V with the def2-TZVPD basis set

The geometry in XYZ format:
```
74
Properties=species:S:1:pos:R:3
V -1.98 -0.84 0.18
O -3.17 4.57 0.67
C -2.71 4.46 -0.58
C -2.60 5.64 -1.33
C -2.14 5.61 -2.63
C -1.79 4.40 -3.23
C -1.90 3.23 -2.50
C -2.35 3.23 -1.18
C -2.39 1.93 -0.46
O -1.95 0.88 -1.04
N -2.88 1.93 0.76
N -2.82 0.67 1.29
C -3.30 0.40 2.47
C -3.18 -0.95 2.89
C -3.72 -1.42 4.11
C -3.57 -2.74 4.44
C -2.89 -3.59 3.57
C -2.39 -3.07 2.39
N -2.52 -1.79 2.04
H -3.22 3.65 1.04
H -2.88 6.57 -0.85
H -2.06 6.53 -3.19
H -1.44 4.38 -4.25
H -1.64 2.28 -2.93
H -3.81 1.15 3.07
H -4.24 -0.73 4.76
H -3.97 -3.12 5.37
H -2.75 -4.64 3.78
H -1.86 -3.69 1.68
C 0.23 -0.63 3.17
As 0.28 -0.07 1.30
C 0.49 1.84 1.62
C 2.11 -0.78 1.00
C 3.03 -0.36 -0.16
C 3.59 1.05 0.11
C 2.33 -0.41 -1.52
As 1.12 1.10 -1.94
C 2.34 2.10 -3.11
C 0.15 0.16 -3.36
C 4.27 -1.29 -0.17
As 4.40 -3.23 -0.58
C 3.43 -3.48 -2.27
C 3.09 -4.10 0.60
H 1.10 -0.24 3.70
H 0.23 -1.72 3.22
H -0.68 -0.26 3.64
H 1.38 2.04 2.22
H -0.40 2.18 2.16
H 0.54 2.37 0.67
H 1.91 -1.84 0.95
H 2.64 -0.60 1.94
H 2.79 1.79 0.16
H 4.28 1.35 -0.68
H 4.13 1.08 1.06
H 1.71 -1.30 -1.60
H 3.08 -0.45 -2.32
H 2.82 1.44 -3.84
H 3.11 2.60 -2.52
H 1.77 2.87 -3.64
H 0.85 -0.42 -3.97
H -0.35 0.89 -4.00
H -0.59 -0.51 -2.93
H 4.77 -1.23 0.80
H 4.98 -0.87 -0.89
H 3.83 -2.82 -3.03
H 2.36 -3.33 -2.16
H 3.62 -4.51 -2.58
H 3.23 -3.76 1.63
H 3.30 -5.17 0.57
H 2.07 -3.94 0.28
Se -0.56 -2.81 -0.64
Te -2.06 -4.34 -1.97
Te -4.27 -3.89 -0.51
Se -4.35 -1.40 -0.76
```

Output
<S²>: 3.78
Kohn-Sham gap (alpha / beta): 0.207 / 0.204 Ha
spin multiplicity: 4
charge: -1

***

[5]
Molecular formula: C24H37B2F16N4O6
Method: DFT, ωB97M-V with the def2-TZVPD basis set

The geometry in XYZ format:
```
89
Properties=species:S:1:pos:R:3
C -5.61 3.07 8.45
C -5.98 2.41 7.38
N -5.10 1.46 6.73
C -4.50 1.89 5.62
N -4.73 3.13 5.14
C -3.96 3.26 4.08
B -3.97 4.62 3.23
C -5.04 4.85 2.13
O -3.01 5.50 3.59
N -3.26 2.17 3.85
C -2.29 1.90 2.80
C -2.84 1.07 1.63
C -1.74 0.31 0.88
O -1.18 1.09 -0.14
C -1.45 0.69 -1.48
N -3.60 1.24 4.83
B -2.86 -0.09 4.77
O -3.43 -1.19 4.23
O -1.60 -0.07 5.19
C -0.72 -1.18 4.95
C -4.99 0.12 7.34
C -3.56 -0.22 7.80
C -5.74 -0.95 6.52
C -5.27 -2.38 6.73
H -6.29 3.74 8.95
H -4.61 2.97 8.88
H -6.96 2.52 6.93
H -6.04 4.57 2.47
H -5.08 5.90 1.81
H -4.83 4.25 1.24
H -2.97 6.29 3.03
H -1.40 1.43 3.24
H -1.96 2.88 2.45
H -3.59 0.37 2.00
H -3.35 1.73 0.93
H -2.13 -0.64 0.49
H -0.93 0.05 1.58
H -0.55 0.29 -1.94
H -2.25 -0.05 -1.52
H -1.77 1.57 -2.05
H -4.34 -1.07 3.92
H 0.29 -0.84 5.16
H -0.80 -1.51 3.91
H -0.98 -2.01 5.61
H -5.57 0.23 8.26
H -3.01 -0.86 7.11
H -3.61 -0.74 8.76
H -2.99 0.69 7.96
H -6.79 -0.89 6.81
H -5.73 -0.69 5.46
H -5.32 -2.67 7.78
H -5.90 -3.06 6.16
H -4.25 -2.54 6.36
C 3.14 0.45 -3.39
C 2.21 -0.71 -3.77
C 2.86 -1.94 -4.40
F 3.42 -1.60 -5.58
F 1.92 -2.87 -4.63
F 1.20 -0.28 -4.53
F 1.68 -1.16 -2.58
O 3.21 1.51 -4.32
C 4.15 1.53 -5.32
C 3.50 1.59 -6.71
F 2.68 0.53 -6.88
F 4.48 1.53 -7.64
F 5.01 0.49 -5.23
F 4.88 2.66 -5.18
H 2.69 0.89 -2.50
H 4.13 0.09 -3.11
H 3.62 -2.36 -3.74
H 2.93 2.51 -6.82
C 7.20 -1.77 -7.95
C 5.93 -2.50 -8.39
C 5.24 -3.40 -7.36
F 6.04 -4.43 -7.00
F 4.12 -3.91 -7.91
F 6.14 -3.18 -9.53
F 5.02 -1.51 -8.65
O 8.43 -2.36 -8.34
C 9.08 -3.27 -7.55
C 9.28 -4.61 -8.28
F 8.10 -5.13 -8.65
F 9.88 -5.47 -7.43
F 8.47 -3.45 -6.36
F 10.32 -2.79 -7.29
H 7.18 -0.83 -8.49
H 7.17 -1.55 -6.89
H 4.96 -2.83 -6.48
H 9.91 -4.46 -9.16
```

Output
Kohn-Sham gap: 0.364 Ha
charge: +1

***

[6]
Molecular formula: C24H37BFN4O2
Method: DFT, ωB97M-V with the def2-TZVPD basis set

The geometry in XYZ format:
```
69
Properties=species:S:1:pos:R:3
C 0.98 -0.47 -0.82
C 1.92 0.24 -1.88
C 3.48 0.15 -1.51
O 4.16 -0.02 -2.75
C 5.56 -0.39 -2.56
B 5.87 -2.01 -2.54
C 6.39 -2.42 -1.02
C 7.83 -1.85 -0.68
O 8.42 -0.98 -1.33
C 4.66 -2.97 -3.12
C 3.97 -3.92 -2.06
F 3.35 -3.25 -0.97
H -0.07 -0.45 -1.24
H 1.25 -1.56 -0.65
H 0.97 0.14 0.13
H 1.81 -0.29 -2.89
H 1.64 1.32 -2.07
H 3.78 1.10 -0.95
H 3.71 -0.72 -0.82
H 5.95 0.07 -1.59
H 6.18 0.08 -3.38
H 6.84 -2.17 -3.25
H 6.48 -3.55 -0.87
H 5.70 -2.00 -0.22
H 8.40 -2.31 0.19
H 3.84 -2.43 -3.68
H 5.15 -3.67 -3.89
H 4.72 -4.66 -1.65
H 3.19 -4.56 -2.60
N -2.15 -1.88 1.02
C -3.07 -1.00 0.52
C -3.90 -0.63 1.55
C -3.46 -1.31 2.71
C -2.38 -2.08 2.36
H -1.42 -2.32 0.49
H -3.05 -0.72 -0.52
H -4.73 0.05 1.47
H -3.90 -1.25 3.70
H -1.76 -2.74 2.94
N -7.28 -0.12 2.70
C -7.96 -0.80 1.73
C -9.05 -0.03 1.37
C -9.01 1.15 2.15
C -7.90 1.07 2.96
H -6.44 -0.44 3.16
H -7.62 -1.76 1.39
H -9.78 -0.30 0.63
H -9.71 1.97 2.12
H -7.51 1.76 3.70
N -9.59 3.01 6.08
C -10.28 2.33 5.11
C -11.36 3.09 4.75
C -11.32 4.28 5.53
C -10.22 4.20 6.34
H -8.76 2.68 6.54
H -9.94 1.37 4.76
H -12.10 2.83 4.01
H -12.03 5.10 5.50
H -9.83 4.88 7.07
N 9.02 1.20 -4.99
C 9.17 2.49 -5.43
C 9.28 3.30 -4.33
C 9.19 2.47 -3.18
C 9.04 1.18 -3.62
H 8.91 0.40 -5.58
H 9.18 2.72 -6.48
H 9.40 4.37 -4.34
H 9.24 2.78 -2.15
H 8.94 0.24 -3.08
```

Output
Kohn-Sham gap: 0.239 Ha
charge: -1